*1*
Formula: C6H9NS
Source: the OMol25 dataset
Level of theory: ωB97M-V with the def2-TZVPD basis set

Structure (XYZ):
```
17
Properties=species:S:1:pos:R:3:lowdin_charge:R:1
C -0.140 1.775 1.709 0.026
C 0.098 0.852 0.774 -0.384
C 1.654 0.287 0.421 -0.160
N 1.537 -1.126 -0.113 -0.004
C 0.145 -1.391 0.404 -0.287
C -1.285 -1.592 0.130 -0.038
C -0.698 -0.150 0.064 -0.725
S -0.615 0.517 -1.553 0.834
H -1.162 2.049 1.986 0.060
H 0.767 2.395 2.017 0.086
H 2.271 0.973 -0.239 0.120
H 2.191 0.249 1.380 0.098
H 1.363 -0.862 -1.081 0.045
H 0.248 -1.412 1.545 0.165
H -1.838 -1.872 1.073 0.128
H -1.650 -1.854 -0.840 0.082
H -1.754 1.260 -1.228 -0.046
```

The value obtained for the HOMO-LUMO gap is 9.38 eV. As for the SMILES: C=C1CN[C@@H]2C[C@@]12S. The HOMO energy is -8.666 eV.

=====

*2*
Formula: C6H9NS
Source: the OMol25 dataset
Level of theory: ωB97M-V with the def2-TZVPD basis set

Structure (XYZ):
```
17
Properties=species:S:1:pos:R:3:lowdin_charge:R:1
C 0.641 1.386 1.976 -0.272
S 0.527 0.157 0.847 0.788
C 1.923 -0.709 0.552 -0.323
C 0.194 1.085 -0.713 -0.249
C -0.598 0.295 -1.687 -0.120
C -1.393 -0.798 -1.478 -0.080
C -1.483 -1.346 -0.104 -0.238
N -0.815 -0.933 0.893 -0.126
H -0.060 2.254 1.917 0.031
H 0.707 1.120 2.930 -0.063
H 1.688 -1.637 -0.155 0.054
H 2.357 -1.003 1.634 0.059
H 1.196 1.070 -1.133 0.097
H -0.130 2.091 -0.693 0.095
H -0.719 0.700 -2.691 0.108
H -1.837 -1.565 -2.205 0.126
H -2.199 -2.169 0.111 0.113
```

The value obtained for the HOMO-LUMO gap is 7.62 eV. As for the SMILES: C=S1(=C)CC=CC=N1. The HOMO energy is -7.773 eV.

=====

*3*
Formula: C6H9NS
Source: the OMol25 dataset
Level of theory: ωB97M-V with the def2-TZVPD basis set

Structure (XYZ):
```
17
Properties=species:S:1:pos:R:3:lowdin_charge:R:1
C -0.770 2.078 0.010 -0.077
C -0.269 0.682 0.181 -0.669
C -0.057 -0.052 1.367 -0.249
C 0.065 -1.403 0.546 -0.299
S -1.513 -0.768 -0.494 0.807
C 1.278 -0.890 -0.415 -0.252
N 2.119 0.192 -0.105 0.041
C 0.936 0.571 -0.738 -0.281
H -1.315 2.418 0.895 0.073
H 0.114 2.858 0.198 0.130
H -1.185 2.143 -1.040 0.106
H 0.717 0.123 2.014 0.090
H -1.108 -0.165 1.787 0.122
H 0.110 -2.312 1.119 0.089
H 2.027 -1.621 -1.160 0.197
H 2.073 0.581 0.773 0.064
H 0.849 1.002 -1.652 0.108
```

The value obtained for the HOMO-LUMO gap is 9.09 eV. As for the SMILES: C[C@@]12C[C@@H](S1)[C@@H]1N[C@@H]12. The HOMO energy is -8.596 eV.

=====

Which one sits at the bottom of the stability order? *2* does.

=====

*1*
Formula: C4H9NO2S
Source: the OMol25 dataset
Level of theory: ωB97M-V with the def2-TZVPD basis set

Structure (XYZ):
```
17
Properties=species:S:1:pos:R:3:lowdin_charge:R:1
C 0.628 1.324 -0.996 -0.088
C -0.505 0.313 -0.886 -0.190
C 0.118 -0.883 -0.132 -0.520
C -0.198 -1.113 1.493 -0.024
N -0.085 -2.088 -0.928 -0.126
S 1.510 -1.753 -0.761 0.711
O 2.226 -2.499 0.258 -0.321
O 2.142 -1.623 -2.075 -0.304
H 1.367 1.024 -1.809 0.106
H 1.137 1.442 -0.074 0.068
H 0.241 2.234 -1.313 0.045
H -0.739 -0.161 -1.781 0.082
H -1.412 0.619 -0.339 0.122
H 0.695 -1.621 1.944 0.057
H -1.042 -1.877 1.792 0.101
H -0.474 -0.029 1.876 0.101
H -0.769 -2.922 -0.680 0.180
```

The value obtained for the HOMO-LUMO gap is 10.68 eV. As for the SMILES: CC[C@@]1(C)NS1(=O)=O. The HOMO energy is -9.941 eV.

=====

*2*
Formula: C4H9NO2S
Source: the OMol25 dataset
Level of theory: ωB97M-V with the def2-TZVPD basis set

Structure (XYZ):
```
17
Properties=species:S:1:pos:R:3:lowdin_charge:R:1
C -1.263 0.425 1.846 -0.097
O -1.022 -0.546 0.823 -0.174
C 0.295 -0.368 0.355 -0.380
C 0.627 -1.750 -0.268 -0.216
N 0.784 -2.714 0.778 0.010
C 0.400 0.813 -0.600 -0.790
O 1.741 1.029 -0.755 -0.020
S -0.799 1.679 -1.285 0.762
H -0.299 0.454 2.386 0.092
H -1.546 1.423 1.626 0.054
H -2.043 -0.016 2.556 0.115
H 0.968 -0.166 1.133 0.123
H 1.533 -1.749 -0.890 0.120
H -0.207 -2.046 -0.966 0.135
H 0.155 -2.590 1.539 0.063
H 0.784 -3.657 0.476 0.061
H 1.841 1.898 -1.281 0.142
```

The value obtained for the HOMO-LUMO gap is 9.28 eV. As for the SMILES: CO[C@@H](CN)C(O)=S. The HOMO energy is -9.071 eV.

=====

*3*
Formula: C4H9NO2S
Source: the OMol25 dataset
Level of theory: ωB97M-V with the def2-TZVPD basis set

Structure (XYZ):
```
17
Properties=species:S:1:pos:R:3:lowdin_charge:R:1
C 0.902 0.953 -0.448 -0.134
C -0.174 -0.116 -0.575 -0.504
C 0.608 -1.417 -0.153 -0.068
C -1.372 0.133 0.266 -0.504
S -2.053 1.889 -0.017 0.743
N -2.525 -0.809 -0.017 -0.433
O -3.466 -0.739 0.773 0.022
O -2.466 -1.506 -0.963 0.127
H 1.003 1.120 0.709 0.122
H 0.633 1.916 -1.049 0.097
H 1.761 0.461 -0.907 0.070
H -0.327 -0.077 -1.660 0.137
H 1.111 -1.992 -1.033 0.115
H 1.551 -1.132 0.436 0.087
H -0.081 -1.943 0.515 0.067
H -1.126 0.229 1.378 0.143
H -3.272 1.467 0.546 -0.088
```

The value obtained for the HOMO-LUMO gap is 9.64 eV. As for the SMILES: CC(C)[C@@H](S)[N+](=O)[O-]. The HOMO energy is -9.773 eV.

=====

*4*
Formula: C4H9NO2S
Source: the OMol25 dataset
Level of theory: ωB97M-V with the def2-TZVPD basis set

Structure (XYZ):
```
17
Properties=species:S:1:pos:R:3:lowdin_charge:R:1
C 1.253 -1.186 1.606 -0.660
C -0.776 1.398 -0.944 -0.118
C 0.021 0.041 0.887 -0.146
C 0.387 0.470 -0.502 -0.266
N 0.934 -2.514 1.279 0.109
O 2.518 -1.715 3.862 -0.482
O 2.486 -0.559 1.554 -0.253
S 1.873 -0.605 3.207 1.017
H -1.737 1.023 -0.952 0.037
H -0.688 1.833 -2.052 0.120
H -0.784 2.251 -0.440 0.011
H -1.043 -0.491 0.977 0.140
H 0.088 0.716 1.702 0.050
H 0.478 -0.494 -1.060 0.111
H 1.439 1.072 -0.442 0.162
H 1.760 -2.937 0.916 0.090
H 0.080 -2.460 0.748 0.078
```

The value obtained for the HOMO-LUMO gap is 9.31 eV. The HOMO energy is -8.753 eV.

=====

Which one sits at the bottom of the stability order? *3* does.

=====

*1*
Formula: C4H9NO2S
Source: the OMol25 dataset
Level of theory: ωB97M-V with the def2-TZVPD basis set

Structure (XYZ):
```
17
Properties=species:S:1:pos:R:3:lowdin_charge:R:1
C -0.329 -0.032 -1.968 -0.088
C -0.105 0.319 -0.521 -0.754
C -1.275 0.987 0.227 -0.153
S 1.105 1.736 -0.460 0.770
C 0.508 -0.857 0.262 -0.546
O 0.808 -1.907 -0.221 0.098
N 0.519 -0.699 1.588 -0.005
O 0.945 -1.711 2.447 0.026
H -0.752 0.778 -2.443 0.056
H 0.530 -0.460 -2.356 0.063
H -1.115 -0.828 -1.963 0.117
H -1.802 1.771 -0.397 0.096
H -2.009 0.182 0.357 0.083
H -0.923 1.501 1.257 0.111
H 1.958 1.236 0.567 -0.076
H 0.511 0.238 1.852 0.088
H 1.425 -2.255 1.771 0.115
```

The value obtained for the HOMO-LUMO gap is 9.85 eV. As for the SMILES: CC(C)(S)C(=O)NO. The HOMO energy is -9.328 eV.

=====

*2*
Formula: C4H9NO2S
Source: the OMol25 dataset
Level of theory: ωB97M-V with the def2-TZVPD basis set

Structure (XYZ):
```
17
Properties=species:S:1:pos:R:3:lowdin_charge:R:1
O 0.091 2.576 -1.066 0.138
C 0.612 1.673 -0.503 -0.317
N 0.387 0.301 -0.958 0.047
C -0.699 -0.193 -0.214 -0.192
C -1.701 -1.035 -0.879 0.002
S 3.339 -0.205 -0.079 0.147
C -0.879 0.234 1.210 -0.191
O 0.304 -0.076 1.958 -0.034
H 1.121 1.590 0.470 0.114
H 1.196 -0.328 -0.624 -0.011
H -1.585 -2.076 -0.564 0.113
H -1.557 -0.905 -1.950 0.094
H -2.740 -0.638 -0.828 0.123
H 4.308 -1.065 -0.284 -0.382
H -1.003 1.328 1.277 0.145
H -1.751 -0.310 1.563 0.128
H 0.558 -0.873 1.470 0.076
```

The value obtained for the HOMO-LUMO gap is 4.80 eV. The HOMO energy is -7.644 eV.

=====

Which one sits at the bottom of the stability order? *2* does.

=====

*1*
Formula: C2H12O4
Source: the OMol25 dataset
Level of theory: ωB97M-V with the def2-TZVPD basis set

Structure (XYZ):
```
18
Properties=species:S:1:pos:R:3:lowdin_charge:R:1
C -0.110 -2.688 -1.848 -0.086
C 0.228 -1.932 -0.557 -0.282
O -0.472 -0.692 -0.560 -0.098
H -1.076 -3.193 -1.780 0.071
H 0.620 -3.468 -2.072 0.072
H -0.151 -1.995 -2.687 0.077
H 1.301 -1.809 -0.435 0.114
H -0.149 -2.496 0.303 0.110
H -1.404 -0.857 -0.731 0.104
O 0.027 1.872 0.370 -0.088
H 0.766 1.881 1.021 0.003
H -0.048 0.940 0.081 0.015
O -2.400 3.078 0.444 -0.104
H -2.606 3.106 1.382 0.015
H -1.554 2.570 0.387 -0.020
O 1.977 1.751 2.226 -0.037
H 2.251 2.677 2.176 0.070
H 2.802 1.255 2.278 0.065
```

The value obtained for the HOMO-LUMO gap is 10.42 eV. As for the SMILES: CCO.O.O.O. The HOMO energy is -10.011 eV.

=====

*2*
Formula: C2H12O4
Source: the OMol25 dataset
Level of theory: ωB97M-V with the def2-TZVPD basis set

Structure (XYZ):
```
18
Properties=species:S:1:pos:R:3:lowdin_charge:R:1
C 1.996 0.197 2.112 -0.083
C 1.330 0.740 0.850 -0.300
O -0.040 0.377 0.787 -0.121
H 2.704 0.883 2.570 0.063
H 2.540 -0.732 1.926 0.069
H 1.231 -0.048 2.859 0.076
H 1.393 1.824 0.780 0.110
H 1.842 0.321 -0.022 0.110
H -0.020 -0.546 0.483 0.050
O -2.211 1.278 -0.690 -0.063
H -1.607 1.184 0.069 0.024
H -3.073 1.446 -0.291 0.054
O -1.647 -0.654 -2.642 -0.070
H -1.711 -0.296 -3.537 0.055
H -2.099 0.010 -2.089 0.012
O 0.117 -1.892 -0.861 -0.057
H -0.493 -2.599 -0.634 0.054
H -0.250 -1.494 -1.670 0.017
```

The value obtained for the HOMO-LUMO gap is 10.94 eV. As for the SMILES: CCO.O.O.O. The HOMO energy is -10.186 eV.

=====

Which one sits at the bottom of the stability order? *1* does.

=====

*1*
Formula: C2H12O4
Source: the OMol25 dataset
Level of theory: ωB97M-V with the def2-TZVPD basis set

Structure (XYZ):
```
18
Properties=species:S:1:pos:R:3:lowdin_charge:R:1
C -3.382 -0.019 0.145 -0.077
C -2.327 0.716 -0.164 -0.077
H -3.383 -1.092 0.038 0.045
H -4.315 0.471 0.394 0.044
H -1.354 0.265 -0.294 0.028
H -2.458 1.778 -0.324 0.047
O 0.281 -0.538 -3.447 -0.060
H -0.470 -0.831 -3.965 0.033
H 0.182 -0.850 -2.542 -0.014
O 1.750 -0.830 -0.762 -0.042
H 2.285 -1.413 -0.215 0.059
H 1.337 -0.169 -0.193 0.063
O 3.811 3.958 4.987 -0.061
H 3.090 4.590 4.896 0.032
H 3.685 3.317 4.282 0.029
O 0.141 -3.031 -1.173 -0.068
H 0.942 -2.500 -1.031 -0.014
H 0.185 -3.823 -0.631 0.033
```

The value obtained for the HOMO-LUMO gap is 10.37 eV. As for the SMILES: C=C.O.O.O.O. The HOMO energy is -10.173 eV.

=====

*2*
Formula: C2H12O4
Source: the OMol25 dataset
Level of theory: ωB97M-V with the def2-TZVPD basis set

Structure (XYZ):
```
18
Properties=species:S:1:pos:R:3:lowdin_charge:R:1
C 7.904 23.674 12.372 -0.166
O 6.886 23.727 11.425 -0.118
H 8.838 24.043 11.949 0.089
H 7.602 24.306 13.207 0.088
H 8.045 22.709 12.859 0.067
H 7.148 24.362 10.755 0.093
C 3.082 19.638 10.586 -0.139
O 3.082 20.893 11.280 -0.132
H 3.008 18.864 11.350 0.079
H 2.389 19.520 9.752 0.083
H 4.124 19.444 10.330 0.074
H 2.932 21.583 10.630 0.078
O 7.247 20.835 14.969 -0.068
H 7.814 21.558 14.702 0.002
H 6.402 21.029 14.563 -0.013
O 5.528 21.819 13.050 -0.041
H 4.749 21.445 12.639 0.021
H 5.845 22.466 12.420 0.001
```

The value obtained for the HOMO-LUMO gap is 10.95 eV. As for the SMILES: CO.CO.O.O. The HOMO energy is -10.447 eV.

=====

Which one sits at the bottom of the stability order? *1* does.

=====

*1*
Formula: C4H5NS
Source: the OMol25 dataset
Level of theory: ωB97M-V with the def2-TZVPD basis set

Structure (XYZ):
```
11
Properties=species:S:1:pos:R:3:lowdin_charge:R:1
C -1.364 -1.377 1.742 -0.334
C -0.432 0.167 -0.063 -0.291
C 0.896 0.658 0.644 0.062
C -0.975 -1.129 0.468 -0.647
N -1.605 -1.664 2.844 0.170
S -0.701 -2.533 -0.502 0.854
H -1.043 1.059 0.003 0.102
H -0.148 0.208 -1.100 0.072
H 1.821 0.827 0.110 0.033
H 1.030 0.228 1.669 0.057
H -0.085 -1.811 -1.516 -0.078
```

The value obtained for the HOMO-LUMO gap (spin up / spin down) is 7.91 / 7.92 eV. The HOMO energy (spin up / spin down) is -9.021 / -8.148 eV.

=====

*2*
Formula: C4H5NS
Source: the OMol25 dataset
Level of theory: ωB97M-V with the def2-TZVPD basis set

Structure (XYZ):
```
11
Properties=species:S:1:pos:R:3:lowdin_charge:R:1
C -1.060 1.736 0.044 -0.046
C -0.338 0.663 -0.050 -0.084
C 1.915 -0.382 -0.154 -0.780
C -1.807 0.343 -0.075 -0.154
N 1.402 -1.606 -0.050 0.026
S 3.248 0.465 -0.026 0.694
H -1.290 2.738 -0.138 0.058
H -2.217 0.052 0.790 0.009
H -2.345 -0.015 -0.928 0.063
H 0.439 -1.662 0.239 0.079
H 2.054 -2.334 0.348 0.136
```

The value obtained for the HOMO-LUMO gap (spin up / spin down) is 7.09 / 7.52 eV. The HOMO energy (spin up / spin down) is -7.634 / -7.932 eV.

=====

*3*
Formula: C4H5NS
Source: the OMol25 dataset
Level of theory: ωB97M-V with the def2-TZVPD basis set

Structure (XYZ):
```
11
Properties=species:S:1:pos:R:3:lowdin_charge:R:1
C -0.766 -1.180 -0.154 -0.241
C 0.434 -0.479 -0.184 -0.135
C -2.076 -0.702 -0.080 -0.721
C 0.779 0.784 -0.502 -0.065
N 1.080 1.917 0.012 0.131
S -2.664 0.846 -0.023 0.533
H -0.671 -2.258 -0.127 0.086
H 1.321 -1.111 -0.199 0.123
H -2.829 -1.485 -0.020 0.036
H 0.990 2.125 1.007 0.134
H 1.331 2.697 -0.583 0.120
```

The value obtained for the HOMO-LUMO gap is 7.29 eV. The HOMO energy is -7.504 eV.

=====

Which one sits at the bottom of the stability order? *2* does.